Computed, not measured: a 10-piece molecular cluster, C23H64ClO23S9 overall in a non-equilibrium geometry, with wB97M-V/def2-TZVPD.

Last column: Löwdin charge in e.
Geometry (Å):
Cl1 1.00 0.82 0.51  0.611
O1 2.32 0.25 0.46  -0.401
O2 1.03 2.25 0.33  -0.393
O3 0.14 0.16 -0.46  -0.401
O4 0.51 0.57 1.86  -0.417
O5 2.37 -8.16 3.56  -0.262
S1 1.21 -8.11 4.36  0.639
O6 -0.13 -8.41 3.89  -0.298
O7 1.50 -9.03 5.70  -0.281
C1 0.40 -9.14 6.58  -0.291
C2 0.91 -9.40 8.02  -0.050
C3 1.14 -6.43 5.21  -0.086
H1 -0.04 -10.08 6.24  0.115
H2 -0.35 -8.37 6.38  0.102
H3 1.78 -10.06 7.88  0.079
H4 0.24 -9.98 8.65  0.070
H5 1.07 -8.50 8.60  0.072
H6 1.07 -5.71 4.39  0.070
H7 2.00 -6.35 5.87  0.068
H8 0.26 -6.36 5.84  0.053
O8 -10.15 -2.64 -4.51  -0.306
S2 -8.70 -2.66 -4.47  0.693
O9 -7.88 -3.07 -5.67  -0.325
O10 -8.21 -1.15 -4.00  -0.238
C4 -6.81 -1.08 -3.92  -0.330
C5 -6.49 0.23 -3.24  -0.062
C6 -8.28 -3.78 -3.12  -0.122
H9 -6.35 -1.15 -4.91  0.119
H10 -6.35 -1.90 -3.37  0.107
H11 -6.90 1.07 -3.80  0.083
H12 -5.45 0.49 -3.02  0.086
H13 -6.89 0.18 -2.23  0.079
H14 -8.69 -3.31 -2.23  0.076
H15 -7.20 -3.86 -3.12  0.061
H16 -8.69 -4.76 -3.35  0.078
O11 8.40 0.20 -4.45  -0.306
S3 8.78 -0.36 -5.74  0.665
O12 9.17 -1.78 -5.79  -0.299
O13 7.43 -0.12 -6.66  -0.294
C7 6.13 -0.46 -6.12  -0.241
C8 5.45 0.72 -5.35  -0.065
C9 9.93 0.74 -6.62  -0.108
H17 6.20 -1.23 -5.35  0.112
H18 5.56 -0.85 -6.96  0.117
H19 4.42 0.49 -5.11  0.078
H20 5.51 1.62 -5.96  0.070
H21 5.94 0.91 -4.40  0.065
H22 10.74 1.04 -5.94  0.071
H23 9.41 1.65 -6.91  0.067
H24 10.27 0.24 -7.53  0.068
O14 -0.98 8.18 -6.34  -0.330
S4 -0.99 6.95 -5.53  0.689
O15 -1.80 6.94 -4.32  -0.289
O16 -1.62 5.69 -6.42  -0.269
C10 -1.25 5.57 -7.77  -0.292
C11 -0.66 4.10 -7.84  -0.060
C12 0.81 6.44 -5.33  -0.084
H25 -0.60 6.29 -8.25  0.117
H26 -2.15 5.52 -8.38  0.112
H27 -0.61 3.72 -8.86  0.067
H28 -1.29 3.39 -7.31  0.079
H29 0.36 4.18 -7.45  0.062
H30 1.30 6.71 -6.27  0.064
H31 0.80 5.41 -4.97  0.069
H32 1.18 6.98 -4.45  0.065
O17 -4.13 -4.69 7.95  -0.321
S5 -5.12 -3.75 7.38  0.702
O18 -5.29 -2.38 7.84  -0.304
O19 -4.80 -3.64 5.72  -0.294
C13 -5.48 -2.67 4.85  -0.255
C14 -5.41 -3.10 3.39  -0.068
C15 -6.72 -4.74 7.31  -0.094
H33 -5.02 -1.68 4.94  0.121
H34 -6.53 -2.65 5.14  0.101
H35 -6.01 -3.99 3.17  0.076
H36 -4.36 -3.13 3.12  0.086
H37 -5.87 -2.32 2.78  0.079
H38 -6.40 -5.78 7.25  0.062
H39 -7.30 -4.35 6.48  0.048
H40 -7.34 -4.57 8.19  0.062
C16 7.36 8.09 -2.59  -0.303
S6 7.02 8.21 -0.82  0.851
O20 5.63 8.83 -0.67  -0.581
C17 6.73 6.38 -0.70  -0.270
H41 8.31 7.60 -2.79  0.049
H42 7.42 9.08 -3.04  0.045
H43 6.56 7.60 -3.14  0.059
H44 6.52 5.98 0.30  0.046
H45 7.50 5.82 -1.23  0.043
H46 5.78 5.94 -1.03  0.060
C18 3.32 2.29 7.04  -0.224
S7 2.19 2.99 8.42  0.830
O21 2.46 4.51 8.39  -0.601
C19 0.54 2.64 7.70  -0.273
H47 3.01 2.83 6.14  0.046
H48 3.13 1.23 6.86  0.041
H49 4.36 2.55 7.25  0.041
H50 0.62 1.59 7.43  0.038
H51 0.20 3.09 6.77  0.063
H52 -0.12 2.76 8.56  0.038
C20 -2.33 -8.97 -4.16  -0.282
S8 -1.79 -7.29 -4.63  0.828
O22 -3.04 -6.41 -4.81  -0.576
C21 -1.17 -6.87 -2.98  -0.271
H53 -1.52 -9.66 -3.92  0.051
H54 -2.90 -9.44 -4.97  0.044
H55 -2.98 -8.93 -3.29  0.049
H56 -0.99 -5.80 -3.07  0.051
H57 -0.26 -7.42 -2.73  0.054
H58 -1.91 -7.11 -2.22  0.054
C22 -0.61 9.90 4.00  -0.272
S9 1.12 9.74 4.61  0.838
O23 0.88 9.61 6.14  -0.607
C23 1.55 8.01 4.02  -0.235
H59 -0.63 10.01 2.91  0.039
H60 -1.31 10.62 4.44  0.052
H61 -1.03 8.90 4.07  0.041
H62 1.02 7.30 4.65  0.055
H63 2.63 7.94 4.12  0.040
H64 1.27 7.87 2.98  0.048

Output
E_LUMO ... 0.05699 Ha
2S+1 ... 1
Net charge ... -1
Highest occupied orbital energy ... -5.920 eV
Energy above the lowest of the compared OMol25 structures with the same formula, charge and spin ... 148.6 kcal/mol